Formula: C40H53GeN6O5PbSi3
Source: OMol25
Level of theory: ωB97M-V with the def2-TZVPD basis set

Geometry as XYZ:
```
109
Properties=species:S:1:pos:R:3:forces:R:3
Pb -0.5674 -2.0116 -0.8100 0.3 0.5 0.4
O -3.4813 -4.0054 5.6913 -0.2 -0.2 -0.1
C -4.0792 -3.1940 5.0225 0.4 0.4 0.2
O -4.9468 -2.3522 5.0248 -0.2 -0.2 -0.1
C -3.2917 -3.1004 3.5342 0.0 -0.1 -0.1
C -3.9472 -2.5089 2.4806 0.0 0.0 0.1
C -3.2406 -2.3997 1.2854 0.0 0.0 0.0
N -1.9805 -2.8298 1.1774 -0.1 -0.2 -0.1
C -1.4018 -3.4909 2.1855 -0.1 0.1 0.0
C -2.0265 -3.6260 3.4224 0.0 0.0 0.0
C -0.1002 -4.1540 1.9044 0.2 0.0 0.0
C 0.3250 -5.2321 2.6671 0.0 0.0 0.0
C 1.5058 -5.8729 2.3252 0.0 0.0 0.0
C 2.2194 -5.4251 1.2289 0.0 0.0 0.0
C 1.7235 -4.3456 0.5168 0.0 0.1 0.0
N 0.5971 -3.7119 0.8474 -0.2 -0.2 0.0
C -3.8624 -1.8026 0.0664 0.0 0.0 0.0
C -5.2147 -1.5016 -0.0001 0.0 0.0 0.0
C -5.7262 -0.9478 -1.1641 0.0 0.0 0.0
C -4.8764 -0.7066 -2.2293 0.0 0.0 0.0
C -3.5397 -1.0375 -2.0843 0.0 0.0 0.0
N -3.0490 -1.5725 -0.9686 0.1 0.1 0.0
H -4.9487 -2.1324 2.6058 0.0 0.0 0.0
H -1.5563 -4.1174 4.2587 0.0 0.0 0.0
H -0.2656 -5.5967 3.4944 0.0 0.0 0.0
H 1.8495 -6.7223 2.9000 0.0 0.0 0.0
H 3.1369 -5.9036 0.9175 0.0 0.0 0.0
H 2.2395 -3.9739 -0.3592 0.0 0.0 0.0
H -5.8767 -1.7021 0.8284 0.0 0.0 0.0
H -6.7797 -0.7136 -1.2345 0.0 0.0 0.0
H -5.2346 -0.2820 -3.1560 0.0 0.0 0.0
H -2.8327 -0.8717 -2.8901 0.0 0.0 0.0
C -0.3619 -5.6510 -2.8863 0.0 0.0 0.0
C -0.3324 -4.3026 -2.2423 0.0 0.1 0.0
O -1.4065 -3.8609 -1.6825 0.1 -0.1 -0.2
O 0.7028 -3.6014 -2.2100 0.0 -0.1 0.0
H -1.3324 -5.8386 -3.3389 0.0 0.0 0.0
H -0.2100 -6.3991 -2.1053 0.0 0.0 0.0
H 0.4376 -5.7423 -3.6154 0.0 0.0 0.0
C 1.8777 7.2772 1.2921 0.0 0.0 0.0
C 1.7936 6.2575 0.1907 0.0 0.0 0.0
C 1.1125 6.5184 -0.9930 0.0 0.0 0.0
C 1.0311 5.5967 -2.0320 0.0 0.0 0.0
C 1.6481 4.3606 -1.8872 0.0 0.0 0.0
N 1.6498 3.3494 -2.8767 -0.1 -0.1 -0.1
C 1.3018 3.5033 -4.1949 -0.2 0.0 0.1
O 0.9775 4.5463 -4.7049 0.1 0.0 0.0
N 1.3546 2.3291 -4.9669 0.1 -0.1 0.0
C 0.8543 1.0476 -4.7140 0.0 0.1 0.0
C 0.7173 0.1887 -5.8094 0.0 -0.1 0.0
C 0.1760 -1.0661 -5.6368 0.0 0.1 0.0
C -0.2257 -1.4518 -4.3656 0.0 0.0 -0.1
N -0.0850 -0.6575 -3.3084 -0.1 -0.2 -0.1
C 0.4520 0.5547 -3.4738 0.0 0.1 0.1
C 2.3079 4.0706 -0.6953 0.0 0.0 0.0
C 2.3923 5.0064 0.3207 0.0 0.0 0.0
H 1.5494 8.2563 0.9486 0.0 0.0 0.0
H 2.8991 7.3745 1.6605 0.0 0.0 0.0
H 1.2480 6.9946 2.1386 0.0 0.0 0.0
H 0.6414 7.4845 -1.1277 0.0 0.0 0.0
H 0.5273 5.8536 -2.9489 0.0 0.0 0.0
H 2.1939 2.5325 -2.6535 0.0 0.0 0.0
H 1.3267 2.5899 -5.9430 0.0 0.0 0.0
H 1.0276 0.5212 -6.7927 0.0 0.0 0.0
H 0.0571 -1.7376 -6.4749 0.0 0.0 0.0
H -0.6675 -2.4250 -4.1972 0.0 0.0 0.0
H 0.5230 1.1563 -2.5780 0.1 0.0 -0.1
H 2.8098 3.1192 -0.5943 0.0 0.0 0.0
H 2.9496 4.7683 1.2203 0.0 0.0 0.0
C 4.3283 1.3960 0.4560 0.0 0.0 0.0
Si 3.0829 0.0483 0.1003 0.0 0.1 -0.1
C 3.1000 -0.4825 -1.6853 0.0 0.0 0.0
C 3.5281 -1.3855 1.1992 0.0 0.0 0.0
Ge 0.8439 0.7953 0.8428 0.0 0.0 0.1
Si 0.6566 0.4188 3.2746 0.0 -0.1 0.0
C 1.5946 1.9009 3.9234 0.0 0.0 0.0
C -1.1036 0.4146 3.8939 0.0 0.1 0.0
C 1.4551 -1.1781 3.8286 0.0 0.0 0.0
Si -1.1288 2.1319 0.2073 0.0 0.0 0.0
C -1.5125 2.3648 -1.5932 -0.1 0.0 0.0
C -2.5398 1.1681 0.9787 -0.1 0.0 0.0
C -0.9171 3.7645 1.0755 0.1 0.0 0.0
H 5.2937 0.8906 0.5560 0.0 0.0 0.0
H 4.1430 1.9159 1.3982 0.0 0.0 0.0
H 4.4325 2.1373 -0.3323 0.0 0.0 0.0
H 4.0560 -0.9853 -1.8606 0.0 0.0 0.0
H 3.0502 0.3507 -2.3882 0.0 0.0 0.0
H 2.3062 -1.1883 -1.9398 0.0 0.0 0.0
H 4.3773 -1.8984 0.7375 0.0 0.0 0.0
H 2.7322 -2.1083 1.3448 -0.1 -0.1 0.0
H 3.8546 -1.0323 2.1774 0.0 0.0 0.0
H 1.1365 2.8476 3.6345 0.0 0.0 0.0
H 2.6360 1.9081 3.5951 0.0 0.0 0.0
H 1.5985 1.8600 5.0162 0.0 0.0 0.0
H -1.5830 1.3895 3.8104 0.0 0.0 0.0
H -1.0738 0.1557 4.9564 0.0 0.0 0.0
H -1.7286 -0.3237 3.3896 0.0 0.0 0.0
H 2.5390 -1.0995 3.8938 0.0 0.0 0.0
H 1.2147 -2.0230 3.1839 0.0 0.0 0.0
H 1.0841 -1.4068 4.8318 0.0 0.0 0.0
H -1.7360 1.4272 -2.1055 0.0 0.0 0.0
H -0.7420 2.9014 -2.1400 0.0 0.0 0.0
H -2.4202 2.9779 -1.6134 0.0 0.0 0.0
H -2.3198 0.1117 1.1122 0.0 -0.1 0.0
H -3.4139 1.2484 0.3262 0.0 0.0 0.0
H -2.8092 1.5752 1.9513 0.0 0.0 0.0
H -0.3581 4.4708 0.4604 0.0 0.0 0.0
H -0.4271 3.6935 2.0470 0.0 0.0 0.0
H -1.9198 4.1680 1.2452 0.0 0.0 0.0
```
Forces are in eV/Å.

Calculated values
F_max: 0.706 eV/A
Total charge: +2
Frontier orbital gap (alpha / beta): 5.5552 / 4.5087 eV
E_HOMO (alpha / beta): -0.4601 / -0.4601 Ha
Lowest unoccupied orbital energy (alpha / beta): -6.97 / -8.01 eV
Spin multiplicity: 2

---

Formula: C40H54Br42FI3N3O3P2S
Source: OMol25
Level of theory: ωB97M-V with the def2-TZVPD basis set

Geometry as XYZ:
```
149
Properties=species:S:1:pos:R:3:forces:R:3
C -5.9655 2.9459 5.4345 -0.1 0.0 0.1
C -5.3341 1.9365 5.3188 0.2 0.1 -0.6
C -4.5187 0.7571 5.0247 0.3 -0.1 0.5
C -4.0015 0.5910 3.5749 -1.6 -0.1 -0.7
C -4.8653 1.5179 2.6918 0.4 0.2 -1.0
C -4.5923 1.9880 1.4580 0.1 -0.7 0.1
N -4.3341 -0.8101 2.9978 -0.2 0.6 0.4
C -5.7996 -0.9961 2.7706 -1.0 -0.6 0.0
C -3.5538 -2.0070 3.4738 0.8 -0.7 -1.2
I -3.4914 -2.9596 1.3606 0.0 0.1 0.0
P -4.5068 -3.4217 4.3081 -1.4 0.0 1.3
S -6.2004 -3.0574 5.1983 0.1 0.1 -0.1
C -2.0517 -1.6933 4.0399 0.1 -0.5 0.0
C -1.2376 -2.8212 3.3196 1.7 0.2 1.0
C 0.1816 -3.2482 3.7540 -0.3 -0.8 -1.1
C 0.5540 -4.4570 2.8429 0.3 -0.2 0.5
N 1.5533 -4.1197 1.8260 -0.9 0.1 0.1
C 1.1802 -3.0162 0.9483 0.2 -0.2 -0.6
C 0.2928 -3.3221 -0.2505 -0.3 0.6 0.1
C -0.6533 -4.3363 -0.3389 0.1 -0.1 0.4
C -1.4419 -4.4956 -1.4603 -0.6 -0.4 -0.3
C -1.3234 -3.6462 -2.5447 0.2 0.4 0.0
C -0.4067 -2.6126 -2.4785 -0.1 -0.1 -0.1
C 0.3871 -2.4657 -1.3551 -0.2 0.6 0.1
O 1.2616 -1.4103 -1.2935 0.1 -0.1 0.3
C -1.7529 -2.0079 5.5809 -0.6 0.6 0.8
I -3.4189 -1.8022 7.0426 0.0 -0.3 -0.1
C -0.7015 -1.2420 6.4390 -0.1 0.8 0.0
C -1.0238 0.2437 6.7515 0.6 -0.1 -0.1
I 1.4541 -1.3229 6.1235 0.0 -0.2 0.0
N -1.5863 -0.3158 3.7421 -0.6 0.0 0.3
O -0.5001 -0.3676 2.8484 0.2 -0.6 0.3
C 0.6040 0.5024 3.1445 0.4 1.1 -0.6
C 1.9237 -0.0425 2.6406 -0.2 0.1 0.2
C -2.4994 0.7714 3.3265 0.3 0.7 -0.2
F -2.2994 0.8780 1.9428 -0.5 -0.2 -0.2
P -1.7411 2.4539 3.8925 1.6 0.3 0.0
C -2.2856 3.7130 2.6767 -1.3 -0.4 0.5
O -2.5107 2.9077 5.2738 -0.3 -0.1 -0.4
H -6.5195 3.8503 5.5052 -0.1 0.0 0.2
H -3.6678 0.8235 5.6960 0.0 -0.3 0.1
H -5.1064 -0.1257 5.2779 0.1 -0.2 0.1
H -5.8919 1.6709 2.9948 0.4 1.1 1.1
H -4.9148 2.9721 1.1376 -1.2 -0.4 -0.3
H -4.0823 1.3880 0.7139 1.2 0.7 0.2
H -4.0290 -0.5914 2.0457 0.5 -0.5 0.0
H -6.0697 -0.6254 1.7912 0.2 0.5 0.1
H -6.3959 -0.5474 3.5559 0.1 0.2 0.1
H -6.0890 -2.0397 2.7435 0.3 -0.1 0.1
H -3.5871 -4.0068 5.1938 0.4 0.2 -0.4
H -4.7539 -4.4306 3.3740 0.5 0.2 -0.2
H -1.0536 -2.5740 2.2842 -0.7 0.0 -0.2
H -1.7843 -3.7518 3.4652 -0.5 0.1 -0.3
H 0.2575 -3.6218 4.7677 0.0 0.4 0.2
H 0.8975 -2.4792 3.5047 0.1 0.2 0.6
H -0.3507 -4.9270 2.4324 -0.1 0.2 0.0
H 0.9921 -5.2305 3.4768 0.1 0.0 -0.1
H 1.6874 -4.9481 1.2527 0.4 0.0 0.0
H 0.7318 -2.1844 1.4864 0.0 -0.1 0.3
H 2.0994 -2.6003 0.5399 0.1 0.1 0.0
H -0.7924 -5.0085 0.4956 0.1 -0.1 0.0
H -2.1864 -5.2796 -1.5168 0.1 -0.2 0.2
H -1.9360 -3.7543 -3.4276 -0.1 -0.1 0.0
H -0.2927 -1.9084 -3.2918 0.0 0.0 -0.1
H 1.7890 -1.3750 -2.1046 -0.1 0.1 0.0
H -1.6063 -3.0716 5.7185 0.2 -0.1 -0.3
H -0.7278 -1.7353 7.4012 0.1 -0.4 -0.1
H -0.1106 0.8329 6.7333 0.0 0.1 -0.1
H -1.4034 0.3408 7.7651 -0.3 0.0 0.0
H -1.6905 0.6900 6.0283 -0.2 0.0 0.1
H 0.4498 1.4236 2.5728 -0.2 0.0 0.0
H 0.6371 0.8465 4.1737 -0.2 -0.5 0.2
H 1.8683 -0.2682 1.5782 0.0 -0.2 0.0
H 2.6339 0.7798 2.7397 0.1 0.0 0.0
H 2.3118 -0.8752 3.2214 0.0 -0.2 -0.1
H -1.6855 4.6096 2.8056 0.3 -0.1 -0.1
H -2.2761 3.3335 1.6596 0.3 0.1 -0.1
H -3.3207 3.9727 2.9105 0.0 0.2 -0.1
H -1.8227 3.2868 5.8437 -0.2 -0.1 0.2
C 3.7461 1.2276 -3.1332 0.0 0.1 -0.1
Br 5.0535 1.1568 -1.7298 -0.1 0.0 0.0
Br 3.5437 -0.4902 -3.9869 -0.1 0.3 0.2
Br 2.0604 1.9181 -2.5093 0.0 0.0 0.0
H 4.1175 1.9143 -3.8817 0.0 0.0 0.0
C 8.0361 3.5383 -3.6133 0.0 0.0 0.1
Br 6.9346 2.5173 -4.8237 -0.1 0.0 -0.1
Br 7.0628 5.0198 -2.8698 0.0 -0.1 0.0
Br 8.8051 2.4194 -2.2529 0.0 0.0 0.0
H 8.8521 3.9443 -4.1932 0.0 0.0 0.0
C 7.0065 0.7342 -8.2721 0.0 0.0 0.0
Br 5.0918 0.6347 -8.0802 0.0 0.0 0.0
Br 7.8281 -0.9989 -8.1416 0.0 0.0 -0.1
Br 7.5134 1.6418 -9.8902 0.0 -0.1 0.1
H 7.3794 1.3248 -7.4477 0.0 0.0 0.0
C -8.1311 0.5015 -0.6082 0.1 0.1 0.2
Br -8.5385 0.7904 1.2565 -0.1 0.2 -0.3
Br -7.8696 2.1431 -1.5746 0.0 0.0 0.0
Br -6.5986 -0.6498 -0.7741 0.1 0.0 -0.2
H -8.9725 -0.0056 -1.0591 0.0 0.0 0.0
C 10.6799 -1.0432 -11.1875 0.0 0.0 0.1
Br 9.7354 -2.4740 -12.0646 0.1 0.0 0.0
Br 11.6441 -1.6723 -9.6474 0.0 0.0 0.0
Br 11.8454 -0.1052 -12.4032 0.0 -0.1 0.0
H 9.9359 -0.3375 -10.8388 0.0 0.0 0.0
C -0.7611 6.2899 7.0418 -0.1 0.1 -0.1
Br -2.6721 6.4166 6.8841 0.0 0.0 0.0
Br -0.2023 4.4630 7.3219 0.1 -0.1 0.0
Br 0.1356 7.0700 5.5325 0.0 0.0 0.0
H -0.4681 6.8471 7.9200 0.0 0.0 0.0
C -8.8087 5.3251 0.4501 -0.1 0.1 0.0
Br -8.2970 6.9615 -0.4199 0.0 -0.1 0.1
Br -7.6154 4.8833 1.9012 0.0 0.0 0.0
Br -10.6380 5.3522 1.0345 0.2 0.1 -0.3
H -8.7217 4.5332 -0.2773 0.0 -0.1 0.0
C 4.2547 -4.6792 -2.4377 0.0 0.0 0.1
Br 2.5441 -4.2610 -1.6436 0.7 -0.5 -0.5
Br 4.4865 -3.6407 -4.0385 0.2 -0.4 -0.1
Br 5.6932 -4.4183 -1.1885 -0.1 0.0 0.0
H 4.2583 -5.7242 -2.7158 0.0 0.0 0.0
C 8.5418 6.6617 0.6730 0.0 0.0 0.0
Br 6.6245 6.4958 0.7637 0.0 0.0 0.0
Br 9.4095 4.9510 0.8041 0.0 0.0 0.0
Br 9.0958 7.6220 -0.8986 0.0 0.0 0.1
H 8.8513 7.2438 1.5283 0.0 0.0 0.0
C -8.7277 -2.4723 -4.2346 0.0 0.0 -0.1
Br -6.8107 -2.2870 -4.1644 -0.1 0.0 0.0
Br -9.2508 -4.0693 -5.1606 0.0 0.0 0.1
Br -9.5316 -2.3873 -2.4785 0.0 -0.1 -0.1
H -9.1085 -1.6332 -4.7981 0.0 0.0 0.0
C 7.4894 2.0486 -13.7651 0.0 0.0 0.0
Br 5.5760 1.9432 -13.5711 0.1 0.0 0.0
Br 8.3197 0.3177 -13.6267 -0.1 0.1 0.0
Br 7.9930 2.9535 -15.3851 0.0 0.0 0.0
H 7.8609 2.6433 -12.9423 0.0 0.0 0.0
C -11.3525 2.1467 4.1583 0.0 0.1 -0.1
Br -11.6107 4.0421 4.0219 -0.2 -0.1 0.3
Br -12.1654 1.2027 2.6931 0.0 0.0 0.0
Br -9.4700 1.7471 4.3168 0.1 0.0 0.2
H -11.8332 1.8076 5.0642 0.0 0.0 0.0
C 11.9764 3.2943 -10.6920 0.1 0.0 0.0
Br 13.1784 4.3910 -11.7131 0.0 0.0 0.0
Br 12.3544 3.3747 -8.8074 0.0 0.0 0.0
Br 10.1346 3.7297 -11.0560 0.1 0.1 -0.1
H 12.1282 2.2717 -11.0064 0.0 0.0 0.0
C 4.3881 -7.9840 0.9188 0.1 0.0 0.0
Br 3.0093 -7.5763 -0.3664 0.0 -0.1 0.0
Br 6.0699 -8.3360 0.0592 0.0 0.0 0.0
Br 4.5311 -6.5940 2.2409 0.0 0.0 0.0
H 4.0915 -8.8879 1.4301 0.0 0.0 0.0
```
Forces are in eV/Å.

Calculated values
F_max: 1.971 eV/A
Total charge: +1
Frontier orbital gap: 6.7040 eV
E_HOMO: -0.3861 Ha
Lowest unoccupied orbital energy: -3.80 eV
Spin multiplicity: 1